No. 1
DFT (wB97M-V/def2-TZVPD) results for a cluster of 11 separate species, C46H106F15N5O20PS5 in total.

Values from the calculation:
E = -202035.139 eV
Multiplicity = 2
Charge = 0
Frontier orbital gap (alpha / beta) = 3.05 / 5.84 eV
F_max = 4.97 eV/Å
HOMO energy (alpha / beta) = -3.90 / -7.11 eV

CARTESIAN COORDINATES (ANGSTROEM)
C1 0.037 6.422 -2.208
N1 0.606 5.022 -2.034
C2 0.514 4.435 -3.420
C3 2.157 5.158 -1.771
C4 -0.036 4.182 -0.942
C5 -1.641 4.014 -1.051
O1 -2.021 3.445 -2.247
H1 -1.049 6.387 -2.289
H2 0.375 6.878 -3.139
H3 0.326 7.003 -1.333
H4 -0.469 4.052 -3.692
H5 1.235 3.630 -3.564
H6 0.662 5.255 -4.122
H7 2.534 4.179 -2.066
H8 2.280 5.370 -0.709
H9 2.622 5.971 -2.330
H10 0.354 4.553 0.005
H11 0.479 3.234 -1.104
H12 -2.110 4.984 -0.885
H13 -2.098 3.448 -0.240
H14 -2.976 3.351 -2.264
C6 5.426 -1.884 3.573
N2 4.921 -2.339 2.171
C7 4.793 -3.904 2.032
C8 3.563 -1.677 1.942
C9 5.805 -1.690 1.100
C10 7.203 -2.391 0.812
O2 7.997 -2.344 1.957
H15 6.430 -2.275 3.733
H16 4.715 -2.234 4.322
H17 5.349 -0.797 3.573
H18 5.686 -4.240 2.559
H19 4.877 -4.290 1.016
H20 3.834 -4.195 2.460
H21 3.758 -0.608 2.029
H22 3.004 -2.209 2.712
H23 2.963 -2.018 1.098
H24 5.778 -0.622 1.312
H25 5.124 -1.852 0.264
H26 7.649 -1.773 0.033
H27 7.066 -3.401 0.426
H28 8.590 -1.601 1.827
C11 -6.832 -0.277 1.299
N3 -7.519 -0.016 2.716
C12 -8.389 -1.327 3.060
C13 -6.380 0.074 3.747
C14 -8.362 1.208 2.861
C15 -8.065 2.522 2.003
O3 -6.776 3.040 2.364
H29 -7.509 -0.129 0.457
H30 -6.605 -1.336 1.420
H31 -5.943 0.341 1.169
H32 -9.246 -1.452 2.398
H33 -8.705 -1.208 4.096
H34 -7.688 -2.156 2.962
H35 -5.617 -0.692 3.611
H36 -6.806 -0.009 4.747
H37 -5.893 1.048 3.694
H38 -8.462 1.359 3.935
H39 -9.361 0.946 2.512
H40 -8.772 3.342 2.127
H41 -7.958 2.364 0.930
H42 -6.230 3.018 1.575
C16 -0.546 -1.743 -0.074
N4 -1.494 -1.180 0.967
C17 -2.871 -1.900 0.778
C18 -0.944 -1.659 2.296
C19 -1.509 0.338 0.868
C20 -2.472 1.150 1.751
O4 -2.398 0.980 3.151
H43 0.339 -1.172 0.209
H44 -0.954 -1.505 -1.057
H45 -0.482 -2.821 0.073
H46 -2.769 -2.984 0.726
H47 -3.117 -1.371 -0.142
H48 -3.613 -1.664 1.540
H49 -1.574 -1.244 3.083
H50 0.073 -1.303 2.459
H51 -1.068 -2.725 2.487
H52 -1.718 0.637 -0.159
H53 -0.496 0.663 1.108
H54 -3.512 1.028 1.449
H55 -2.336 2.223 1.611
H56 -2.743 1.748 3.614
C21 2.169 3.721 4.280
N5 1.428 2.458 4.456
C22 0.940 1.974 3.016
C23 2.491 1.408 4.983
C24 0.234 2.574 5.400
C25 0.596 3.179 6.747
O5 0.991 4.506 6.766
H57 2.705 3.855 3.340
H58 2.807 4.126 5.065
H59 1.392 4.484 4.243
H60 1.737 1.356 2.602
H61 0.834 2.902 2.453
H62 -0.024 1.466 3.015
H63 3.321 1.359 4.279
H64 2.022 0.461 5.252
H65 2.867 1.924 5.866
H66 -0.446 1.725 5.335
H67 -0.414 3.349 4.990
H68 1.107 2.535 7.463
H69 -0.415 3.164 7.153
H70 1.161 4.754 7.678
C26 1.961 -4.304 -2.295
C27 2.381 -4.354 -3.791
C28 3.640 -3.544 -4.224
C29 3.676 -2.021 -3.786
P1 2.930 -0.810 -4.919
C30 3.612 0.910 -4.624
C31 4.930 1.340 -5.427
C32 6.232 0.518 -5.034
C33 6.795 0.723 -3.637
C34 3.356 -1.334 -6.724
C35 3.021 -0.370 -7.856
C36 4.045 -0.352 -8.983
C37 4.246 -1.624 -9.688
C38 1.072 -0.911 -4.741
C39 0.469 -0.367 -3.457
C40 -0.889 0.246 -3.593
C41 -2.070 -0.635 -4.125
H71 1.350 -3.482 -1.923
H72 2.736 -4.198 -1.536
H73 1.355 -5.114 -1.890
H74 1.465 -4.074 -4.310
H75 2.535 -5.365 -4.169
H76 3.731 -3.697 -5.299
H77 4.499 -4.083 -3.823
H78 4.760 -1.913 -3.758
H79 3.169 -1.850 -2.836
H80 3.725 1.120 -3.561
H81 2.789 1.591 -4.837
H82 5.110 2.410 -5.316
H83 4.746 1.315 -6.501
H84 7.028 0.861 -5.695
H85 6.028 -0.535 -5.225
H86 5.917 0.796 -2.995
H87 7.277 1.687 -3.470
H88 7.435 -0.096 -3.309
H89 3.169 -2.347 -7.079
H90 4.445 -1.348 -6.690
H91 2.972 0.624 -7.413
H92 2.064 -0.618 -8.315
H93 4.986 0.044 -8.600
H94 3.619 0.250 -9.785
H95 5.037 -1.352 -10.387
H96 3.354 -1.987 -10.198
H97 4.499 -2.360 -8.924
H98 0.662 -1.902 -4.935
H99 0.647 -0.373 -5.588
H100 1.038 0.514 -3.160
H101 0.626 -1.065 -2.634
H102 -0.823 1.107 -4.260
H103 -1.269 0.513 -2.607
H104 -2.295 -1.455 -3.443
H105 -1.854 -1.037 -5.115
H106 -2.962 -0.019 -4.239
C42 -3.063 4.827 2.019
F1 -3.466 6.058 1.539
F2 -3.829 3.872 1.319
F3 -1.781 4.594 1.835
S1 -3.491 4.749 3.811
O6 -2.645 5.734 4.564
O7 -4.906 5.085 3.958
O8 -3.112 3.319 4.071
C43 0.895 -1.482 7.448
F4 0.504 -0.229 7.699
F5 2.057 -1.686 7.982
F6 0.081 -2.266 8.121
S2 0.869 -1.928 5.626
O9 2.207 -2.096 5.104
O10 0.159 -3.223 5.643
O11 0.124 -0.789 5.012
C44 1.768 -6.679 1.016
F7 1.258 -7.413 -0.004
F8 2.072 -7.515 2.035
F9 2.960 -6.240 0.565
S3 0.670 -5.092 1.522
O12 0.257 -5.068 2.941
O13 1.486 -3.996 1.054
O14 -0.555 -5.340 0.740
C45 -6.438 0.833 -2.420
F10 -6.992 -0.123 -1.800
F11 -5.912 0.343 -3.537
F12 -7.329 1.792 -2.767
S4 -5.116 1.704 -1.353
O15 -4.218 0.666 -0.748
O16 -4.444 2.718 -2.169
O17 -5.811 2.447 -0.271
C46 -5.430 -4.247 1.581
F13 -4.258 -4.705 1.155
F14 -5.409 -3.238 2.474
F15 -6.052 -3.772 0.478
S5 -6.495 -5.628 2.401
O18 -5.866 -5.892 3.695
O19 -7.800 -5.007 2.488
O20 -6.414 -6.824 1.556

No. 2
DFT (wB97M-V/def2-TZVPD) results for a cluster of 10 separate species, C46H106F6N7O11P2 in total.

Values from the calculation:
E = -117219.722 eV
Multiplicity = 2
Charge = +4
Frontier orbital gap (alpha / beta) = 3.78 / 5.32 eV
F_max = 6.18 eV/Å
HOMO energy (alpha / beta) = -12.21 / -13.75 eV

CARTESIAN COORDINATES (ANGSTROEM)
C1 -1.179 -1.654 -0.609
C2 -1.969 -1.418 0.443
C3 -3.163 -0.509 0.348
O1 -4.199 -0.479 1.151
C4 -3.440 0.195 -0.785
C5 -2.690 -0.026 -2.041
C6 -1.447 -1.014 -1.991
O2 -0.734 -1.235 -2.994
O3 -2.930 0.635 -3.085
O4 -1.690 -2.106 1.525
H1 -0.295 -2.252 -0.440
H2 -4.304 0.840 -0.849
C7 8.181 -1.733 0.398
C8 9.157 -0.746 -0.238
C9 8.489 0.423 -0.990
C10 7.570 1.319 -0.094
P1 6.095 1.976 -0.944
C11 5.227 3.302 -0.042
C12 6.112 4.468 0.409
C13 5.420 5.773 1.002
C14 6.593 6.615 1.573
C15 6.768 2.606 -2.600
C16 5.710 3.521 -3.360
C17 6.133 4.289 -4.558
C18 7.611 4.849 -4.268
C19 4.868 0.589 -1.435
C20 3.674 0.542 -0.414
C21 2.634 -0.549 -0.511
C22 2.242 -0.763 -2.016
H3 7.565 -1.358 1.216
H4 8.712 -2.527 0.922
H5 7.509 -2.266 -0.274
H6 9.704 -1.290 -1.008
H7 9.919 -0.370 0.445
H8 7.944 0.158 -1.897
H9 9.200 1.096 -1.469
H10 8.171 2.103 0.366
H11 7.295 0.920 0.883
H12 4.677 2.842 0.779
H13 4.589 3.791 -0.778
H14 6.428 4.839 -0.566
H15 6.984 4.238 1.022
H16 4.756 5.625 1.853
H17 4.752 6.384 0.393
H18 7.324 6.195 2.264
H19 6.298 7.568 2.013
H20 7.365 6.698 0.807
H21 7.151 1.893 -3.331
H22 7.632 3.212 -2.328
H23 5.429 4.352 -2.713
H24 4.837 2.880 -3.477
H25 5.367 5.032 -4.780
H26 6.147 3.592 -5.396
H27 8.425 4.128 -4.191
H28 7.736 5.357 -3.312
H29 7.833 5.644 -4.980
H30 5.319 -0.402 -1.381
H31 4.624 0.773 -2.481
H32 3.273 1.546 -0.549
H33 4.019 0.595 0.619
H34 1.791 -0.227 0.100
H35 3.192 -1.290 0.060
H36 1.527 -1.522 -2.334
H37 2.998 -0.883 -2.791
H38 1.710 0.142 -2.309
C23 0.979 -4.894 -2.052
C24 -0.441 -5.091 -2.574
C25 -1.673 -5.078 -1.609
O5 -2.755 -5.225 -2.492
C26 -4.045 -4.730 -2.111
N1 -0.562 -3.880 -3.510
H39 0.099 -3.838 -4.272
H40 -1.467 -3.672 -3.907
H41 -0.469 -3.037 -2.961
H42 1.100 -5.791 -1.446
H43 1.114 -3.944 -1.535
H44 1.701 -4.876 -2.869
H45 -0.580 -5.926 -3.261
H46 -1.619 -4.163 -1.019
H47 -1.594 -5.928 -0.930
H48 -4.347 -5.100 -1.131
H49 -4.796 -4.649 -2.896
H50 -4.006 -3.664 -1.887
C27 -5.049 3.318 3.947
C28 -4.304 3.330 2.594
C29 -2.887 2.755 2.606
O6 -2.279 3.110 1.370
C30 -0.881 2.679 1.173
N2 -5.089 2.406 1.572
H51 -5.930 2.899 1.307
H52 -4.558 2.153 0.751
H53 -5.299 1.497 1.960
H54 -5.788 2.540 4.141
H55 -5.798 4.107 4.012
H56 -4.415 3.185 4.824
H57 -4.394 4.318 2.144
H58 -2.954 1.712 2.915
H59 -2.352 3.367 3.333
H60 -0.569 2.912 0.155
H61 -0.824 1.612 1.393
H62 -0.192 3.178 1.854
C31 -3.074 -1.398 6.661
C32 -2.629 -0.755 5.327
C33 -1.653 0.556 5.536
O7 -0.675 0.603 4.435
C34 0.470 1.443 4.556
N3 -2.021 -1.876 4.507
H63 -1.066 -1.898 4.836
H64 -2.507 -2.761 4.539
H65 -1.839 -1.605 3.551
H66 -3.535 -0.646 7.301
H67 -2.390 -1.999 7.259
H68 -3.949 -2.038 6.557
H69 -3.491 -0.405 4.760
H70 -1.023 0.398 6.411
H71 -2.133 1.511 5.750
H72 1.107 1.097 5.370
H73 0.189 2.482 4.730
H74 1.106 1.565 3.679
C35 -6.176 4.512 -2.970
C36 -5.338 3.269 -2.511
O8 -4.798 3.128 -1.440
N4 -5.101 2.064 -3.523
H75 -4.555 2.445 -4.282
H76 -4.408 1.560 -2.988
C37 -6.274 1.158 -3.765
H77 -6.595 5.054 -2.122
H78 -7.023 4.268 -3.612
H79 -5.653 5.192 -3.642
H80 -6.684 0.747 -2.843
H81 -5.959 0.305 -4.367
H82 -6.947 1.833 -4.292
C38 1.079 1.955 -5.342
C39 0.749 0.409 -5.291
O9 1.621 -0.448 -5.526
N5 -0.782 0.110 -5.226
H83 -0.902 -0.582 -4.500
H84 -1.274 0.947 -4.948
C40 -1.426 -0.441 -6.530
H85 2.081 2.096 -4.938
H86 0.561 2.686 -4.722
H87 0.942 2.358 -6.346
H88 -2.491 -0.634 -6.399
H89 -1.058 -1.451 -6.709
H90 -1.287 0.289 -7.328
C41 0.442 -4.945 2.528
C42 1.652 -4.145 2.097
O10 1.802 -3.564 1.080
N6 2.696 -3.980 3.268
H91 2.247 -4.069 4.168
H92 3.328 -4.760 3.156
C43 3.339 -2.564 3.215
H93 0.411 -5.201 3.588
H94 0.391 -5.951 2.113
H95 -0.521 -4.470 2.341
H96 3.860 -2.456 2.264
H97 4.063 -2.625 4.028
H98 2.573 -1.869 3.558
C44 -7.607 -4.679 1.312
C45 -6.592 -3.685 0.667
O11 -6.581 -3.244 -0.482
N7 -5.405 -3.211 1.516
H99 -5.144 -2.276 1.239
H100 -5.749 -3.144 2.464
C46 -4.241 -4.219 1.763
H101 -8.302 -4.193 1.998
H102 -7.021 -5.336 1.954
H103 -8.257 -5.300 0.695
H104 -3.573 -3.716 2.461
H105 -3.638 -4.467 0.890
H106 -4.690 -5.149 2.112
P2 -6.945 -1.193 4.389
F1 -7.014 0.472 4.275
F2 -7.607 -1.467 2.940
F3 -5.418 -1.099 3.630
F4 -6.702 -2.824 4.604
F5 -6.257 -1.034 5.903
F6 -8.451 -1.255 5.092

Q: Which of these has the highest F_max?
A: C46H106F6N7O11P2